{"formula": "C2H5BrO", "method": "the ωB97M-V functional and the def2-TZVPD basis", "species": ["H", "H", "H", "Br", "C", "C", "H", "H", "O"], "coordinates": [[1.160827, 1.268962, -0.508634], [-0.117071, -0.772247, -1.127129], [1.869938, -0.187298, 0.258293], [-0.535420, -1.943690, 0.911167], [0.982801, 0.493570, 0.228554], [-0.258234, -0.281915, -0.196122], [-2.340200, -0.147022, -0.401850], [0.799097, 1.081815, 1.138056], [-1.561739, 0.487825, -0.302336]], "forces_ev_per_a": [[0.098, -0.013, -0.477], [0.234, -0.105, -0.878], [-0.916, 0.629, 0.244], [0.034, 0.692, 0.032], [-0.760, 0.238, 0.077], [-2.398, 0.116, 0.138], [1.919, 0.918, 0.197], [0.249, -0.692, 0.125], [1.540, -1.782, 0.540]], "lowdin_charge": [0.07, 0.05, 0.09, 0.58, -0.12, -0.70, 0.10, 0.09, -0.15], "smiles": "C[C@H](O)Br", "lumo_energy_ev": 0.841, "homo_lumo_gap_ev": 11.1, "spin_multiplicity": 1, "e_homo_ev": -10.29, "de_lowest_kcal_mol": 6.9}